{"formula": "C35H51N6O6P2S2TeW", "method": "ωB97M-V/def2-TZVPD", "total_energy_ha": -3957.2987, "e_lumo_ev": [-11.06, -11.15], "charge": 4, "homo_lumo_gap_ev": [5.47, 5.39], "spin_multiplicity": 2, "relative_energy_kj_mol": 0.0, "species": ["W", "C", "C", "O", "P", "S", "S", "O", "C", "C", "H", "H", "H", "H", "H", "H", "H", "H", "H", "H", "C", "C", "O", "P", "O", "C", "C", "O", "C", "C", "H", "H", "H", "H", "H", "H", "H", "H", "H", "H", "H", "H", "H", "H", "H", "Te", "C", "C", "C", "C", "C", "C", "C", "C", "C", "C", "C", "C", "H", "H", "H", "H", "H", "H", "H", "H", "H", "H", "C", "C", "N", "C", "C", "N", "C", "N", "N", "N", "C", "C", "C", "C", "C", "C", "H", "H", "H", "H", "H", "H", "H", "H", "H", "H", "H", "C", "C", "N", "O", "H", "H", "H", "H", "H"], "xyz": [[1.1170, 0.7560, 0.4477], [5.1362, 0.9373, 5.0216], [5.1369, 1.4528, 3.6091], [3.8767, 2.1646, 3.2492], [2.4607, 1.5546, 3.1369], [2.4441, -0.2741, 2.2397], [1.4125, 2.7241, 1.8155], [1.7744, 1.4358, 4.5203], [1.9139, 2.4244, 5.6283], [1.1672, 3.6964, 5.3321], [6.0849, 0.4263, 5.1913], [4.3382, 0.2142, 5.1999], [5.0708, 1.7463, 5.7472], [5.2550, 0.6557, 2.8755], [5.8949, 2.2117, 3.4440], [2.9766, 2.5945, 5.7766], [1.5133, 1.8888, 6.4830], [1.6064, 4.2440, 4.4968], [1.2279, 4.3415, 6.2092], [0.1143, 3.5041, 5.1278], [-0.4969, 1.7493, -4.8765], [-0.6262, 1.9742, -3.3941], [0.7230, 2.1553, -2.8460], [1.0430, 2.5616, -1.3606], [0.0537, 3.6762, -0.8998], [-0.2709, 4.9359, -1.6094], [-1.6804, 5.3258, -1.2626], [2.5346, 2.9960, -1.4117], [3.3466, 3.5319, -2.5312], [3.0615, 4.9834, -2.7972], [-1.4876, 1.6006, -5.3066], [0.1093, 0.8699, -5.0978], [-0.0471, 2.6159, -5.3593], [-1.0804, 1.1203, -2.8858], [-1.2084, 2.8671, -3.1655], [-0.1388, 4.7712, -2.6785], [0.4552, 5.6703, -1.2677], [-2.3953, 4.5747, -1.6001], [-1.9200, 6.2657, -1.7599], [-1.7887, 5.4762, -0.1893], [3.1536, 2.9007, -3.3967], [4.3652, 3.3784, -2.1867], [2.0763, 5.1352, -3.2368], [3.7956, 5.3492, -3.5162], [3.1599, 5.5794, -1.8904], [-2.7443, -2.1055, 2.5902], [-3.9196, -3.1738, 1.2374], [-5.1811, -3.6518, 1.5853], [-5.8883, -4.3846, 0.6430], [-5.3389, -4.6301, -0.6102], [-4.0736, -4.1551, -0.9391], [-3.3437, -3.4283, -0.0111], [-3.9326, -2.0009, 4.3003], [-3.3624, -2.5105, 5.4640], [-4.1241, -2.5016, 6.6245], [-5.4111, -1.9814, 6.6078], [-5.9587, -1.4664, 5.4352], [-5.2238, -1.4753, 4.2618], [-5.5984, -3.4899, 2.5701], [-6.8647, -4.7758, 0.8955], [-5.8970, -5.2111, -1.3325], [-3.6482, -4.3708, -1.9096], [-2.3419, -3.0878, -0.2497], [-2.3575, -2.9147, 5.4804], [-3.7098, -2.9029, 7.5393], [-5.9981, -1.9761, 7.5166], [-6.9629, -1.0642, 5.4362], [-5.6639, -1.0920, 3.3486], [0.8223, -1.2281, -2.5247], [2.1713, -0.7506, -2.1267], [2.4262, -0.1389, -0.9517], [3.7966, 0.1126, -0.8998], [4.3453, -0.3417, -2.0411], [3.3195, -0.8819, -2.7968], [3.5782, -1.3689, -4.1881], [2.5037, -2.0839, -4.7530], [1.5296, -1.3924, -5.4223], [0.6509, -2.2073, -5.8373], [1.0194, -3.4919, -5.4736], [0.4090, -4.7205, -5.7459], [1.0388, -5.8448, -5.2680], [2.2457, -5.7633, -4.5404], [2.8625, -4.5609, -4.2715], [2.2163, -3.4257, -4.7642], [0.1164, -1.0097, -1.7237], [0.8311, -2.3055, -2.6975], [0.4864, -0.7508, -3.4440], [4.2681, 0.5874, -0.0573], [5.3671, -0.3426, -2.3819], [4.4710, -1.9902, -4.1458], [3.7708, -0.4905, -4.8017], [-0.4984, -4.7735, -6.3315], [0.6191, -6.8205, -5.4700], [2.7112, -6.6793, -4.2021], [3.8041, -4.5179, -3.7401], [-3.0262, 1.0615, 2.6278], [-3.3881, -0.1623, 1.8793], [-4.1081, -0.1341, 0.8211], [-0.4403, 0.1064, 0.5797], [-3.9360, 1.5429, 3.0000], [-2.5241, 1.7609, 1.9535], [-2.3763, 0.8477, 3.4727], [-4.4540, 0.7430, 0.4343], [-4.3431, -0.9973, 0.3232]]}

=====

{"formula": "C35H52As3FeGeNOSe2", "method": "ωB97M-V/def2-TZVPD", "total_energy_ha": -16345.4981, "e_lumo_ev": [2.37, 2.36], "charge": -1, "homo_lumo_gap_ev": [5.41, 5.61], "spin_multiplicity": 6, "relative_energy_kj_mol": 183.3, "species": ["Fe", "C", "As", "C", "C", "C", "C", "C", "As", "C", "C", "C", "As", "C", "C", "H", "H", "H", "H", "H", "H", "H", "H", "H", "H", "H", "H", "H", "H", "H", "H", "H", "H", "H", "H", "H", "H", "H", "H", "H", "H", "H", "C", "Se", "C", "C", "Se", "C", "H", "H", "H", "H", "H", "H", "H", "H", "H", "H", "C", "Ge", "C", "C", "C", "C", "C", "C", "C", "C", "C", "C", "C", "C", "C", "C", "C", "C", "C", "C", "H", "H", "H", "H", "H", "H", "H", "H", "H", "H", "H", "H", "H", "H", "H", "O", "C", "N"], "xyz": [[1.0226, -0.3573, -0.6161], [4.4625, 0.8146, -0.4048], [2.7097, 1.5638, 0.0254], [2.9471, 3.2392, -0.9528], [3.2724, 2.0224, 1.8634], [2.3314, 2.7103, 2.8687], [3.2237, 3.2132, 4.0145], [1.3225, 1.7210, 3.4750], [0.3535, 0.4566, 2.2880], [-0.5367, -0.5334, 3.7153], [-1.1778, 1.6068, 1.8504], [1.6478, 3.8970, 2.1746], [0.9363, 5.3757, 3.2804], [-0.9292, 4.8162, 3.5179], [0.5828, 6.5400, 1.7389], [5.2378, 1.4967, -0.0501], [4.5394, 0.6703, -1.4803], [4.5637, -0.1562, 0.0771], [3.7847, 3.8059, -0.5423], [2.0438, 3.8467, -0.9285], [3.1591, 2.9632, -1.9858], [4.1629, 2.6454, 1.7250], [3.6113, 1.0662, 2.2761], [3.8475, 2.3961, 4.3827], [2.6330, 3.5922, 4.8509], [3.8799, 4.0210, 3.6793], [0.5807, 2.2611, 4.0732], [1.8680, 1.0680, 4.1650], [-1.1437, 0.1340, 4.3296], [0.2128, -1.0303, 4.3308], [-1.1735, -1.2871, 3.2586], [-1.5109, 2.1563, 2.7303], [-1.9850, 0.9631, 1.5073], [-0.9347, 2.3062, 1.0493], [0.8531, 3.5553, 1.5041], [2.3897, 4.4021, 1.5465], [-0.9999, 4.0155, 4.2520], [-1.3648, 4.4814, 2.5775], [-1.4902, 5.6740, 3.8904], [1.5247, 6.9154, 1.3400], [-0.0232, 7.3881, 2.0569], [0.0532, 5.9948, 0.9563], [2.6564, -5.0188, -3.4725], [1.5450, -4.1423, -2.1362], [0.6993, -2.9126, -3.3764], [1.5660, -1.7927, -3.9142], [2.5290, -0.7027, -2.5982], [3.5341, 1.4342, -4.7361], [3.1200, -5.8842, -3.0006], [3.4411, -4.3493, -3.8234], [2.0566, -5.3588, -4.3172], [-0.1401, -2.5153, -2.8167], [0.3113, -3.5140, -4.2058], [0.9300, -1.1225, -4.4986], [2.3373, -2.1771, -4.5843], [2.5470, 1.8013, -4.9607], [3.9790, 0.6861, -5.3700], [4.1660, 1.9902, -4.0633], [0.1285, -2.0891, -0.3015], [-1.7406, -2.0338, -0.4551], [-2.4689, -3.7678, -1.0895], [-3.5682, -3.9516, -1.9281], [-4.0522, -5.2196, -2.2226], [-3.4517, -6.3394, -1.6652], [-2.3598, -6.1798, -0.8250], [-1.8748, -4.9090, -0.5505], [-1.8878, -0.6370, -1.8839], [-2.5619, -0.7174, -3.0984], [-2.4063, 0.2554, -4.0842], [-1.5609, 1.3373, -3.8843], [-0.8816, 1.4548, -2.6783], [-1.0457, 0.4718, -1.7172], [-3.1058, -1.5767, 0.9167], [-3.9528, -0.4777, 0.7847], [-4.9160, -0.1861, 1.7436], [-5.0498, -0.9959, 2.8617], [-4.2251, -2.1046, 3.0053], [-3.2717, -2.3895, 2.0390], [-4.0810, -3.0978, -2.3525], [-4.9053, -5.3320, -2.8819], [-3.8308, -7.3298, -1.8874], [-1.8774, -7.0469, -0.3899], [-0.9895, -4.7994, 0.0685], [-3.2058, -1.5593, -3.3108], [-2.9390, 0.1550, -5.0225], [-1.4268, 2.0785, -4.6625], [-0.2051, 2.2832, -2.5039], [-0.6436, 0.6529, -0.7116], [-3.8603, 0.1683, -0.0834], [-5.5596, 0.6767, 1.6173], [-5.7975, -0.7714, 3.6128], [-4.3250, -2.7477, 3.8717], [-2.6483, -3.2706, 2.1621], [2.3108, -3.4742, 2.4518], [1.5844, -2.9762, 1.6371], [0.8873, -2.4065, 0.8816]]}